Model a:
Computed, not measured: an isolated molecule of C2H3N3O, with ωB97M-V/def2-TZVPD.

Last column: natural (NBO) charge in e.
Positions of all 9 atoms, in Å:
O: -1.617 1.512 0.139  -0.62
C: -0.746 0.680 0.014  0.72
N: 0.640 0.820 -0.039  -0.62
C: 1.207 -0.453 -0.177  0.06
N: 0.259 -1.344 -0.256  -0.21
N: -0.891 -0.689 -0.131  -0.43
H: 1.075 1.736 -0.057  0.43
H: 1.796 -1.029 0.526  0.25
H: -1.723 -1.234 -0.018  0.42

Calculated values
2S+1: 1
E_LUMO: 0.0317 hartree
Kohn-Sham gap: 0.367 hartree
net charge: 0


Model b:
Computed, not measured: a structure of composition C2H3N3O, with ωB97M-V/def2-TZVPD.

Last column: natural (NBO) charge in e.
Positions of all 9 atoms, in Å:
C: -0.585 -0.108 0.012  0.62
C: 1.365 -0.634 0.027  0.14
H: -2.237 -0.824 0.219  0.50
H: 2.219 -1.210 -0.107  0.20
H: -0.285 2.029 0.082  0.43
N: 0.064 -1.199 -0.022  -0.53
N: 1.419 0.705 0.028  -0.28
N: 0.082 1.067 -0.042  -0.42
O: -1.917 0.055 -0.022  -0.66

Calculated values
2S+1: 1
E_LUMO: 0.0268 hartree
Kohn-Sham gap: 0.379 hartree
net charge: 0


Model c:
Computed, not measured: an isolated molecule of C2H3N3O, with ωB97M-V/def2-TZVPD.

Last column: natural (NBO) charge in e.
Positions of all 9 atoms, in Å:
N: 1.689 0.129 0.193  -0.83
C: 0.424 -0.324 0.232  0.45
N: -0.357 0.760 -0.146  -0.55
C: -1.527 0.278 -0.091  0.39
O: -1.585 -0.989 0.283  -0.30
N: -0.235 -1.415 0.511  -0.22
H: 1.430 1.081 -0.129  0.44
H: 2.551 -0.364 0.345  0.42
H: -2.405 0.855 -0.330  0.20

Calculated values
2S+1: 1
E_LUMO: 0.0373 hartree
Kohn-Sham gap: 0.382 hartree
net charge: 0


Model d:
Computed, not measured: an isolated molecule of C2H3N3O, with ωB97M-V/def2-TZVPD.

Last column: natural (NBO) charge in e.
Positions of all 9 atoms, in Å:
O: 0.109 -0.581 1.943  -0.59
C: 0.139 -0.284 0.780  0.71
N: 1.010 -0.714 -0.323  -0.49
C: 0.599 0.213 -1.251  0.22
N: -0.628 0.715 -1.155  -0.38
N: -0.904 0.481 0.116  -0.53
H: 0.891 0.089 -2.350  0.21
H: -0.766 1.571 -1.544  0.39
H: -1.778 0.038 0.719  0.44

Calculated values
2S+1: 1
E_LUMO: 0.0159 hartree
Kohn-Sham gap: 0.366 hartree
net charge: 0


So which one is most stable? That would be model b, about 53.6 kJ/mol below the next structure.


Model a:
Computed, not measured: an isolated molecule of C2H3N3O, with ωB97M-V/def2-TZVPD.

Last column: natural (NBO) charge in e.
Positions of all 9 atoms, in Å:
O: -1.628 -0.100 -0.540  -0.63
C: -0.383 0.082 -0.085  0.56
N: 0.587 -0.710 -0.188  -0.44
C: 1.629 -1.339 -0.532  -0.01
N: -0.893 2.343 0.454  -0.17
N: -0.197 1.362 0.604  -0.27
H: -1.631 -0.844 -1.158  0.50
H: 1.875 -2.110 0.222  0.15
H: 0.642 1.316 1.223  0.33

Calculated values
2S+1: 1
E_LUMO: 0.0089 hartree
Kohn-Sham gap: 0.322 hartree
net charge: 0


Model b:
Computed, not measured: a structure of composition C2H3N3O, with ωB97M-V/def2-TZVPD.

Last column: natural (NBO) charge in e.
Positions of all 9 atoms, in Å:
C: 0.293 0.534 0.111  0.44
C: -0.023 -1.402 -0.457  0.37
H: 0.200 2.510 0.601  0.41
H: 1.797 1.847 0.383  0.40
H: -0.146 -2.344 -0.939  0.20
N: 0.809 1.780 0.202  -0.81
N: 0.976 -0.545 -0.474  -0.49
N: -0.918 0.354 0.447  -0.22
O: -1.193 -0.992 0.101  -0.29

Calculated values
2S+1: 1
E_LUMO: 0.0376 hartree
Kohn-Sham gap: 0.385 hartree
net charge: 0


So which one is most stable? That would be model b, about 398.4 kJ/mol below the next structure.